1.
{
  "formula": "C36H66ClN12",
  "method": "ωB97M-V with the def2-TZVPD basis set",
  "symbols": ["C", "C", "N", "C", "C", "N", "C", "C", "H", "H", "H", "H", "H", "H", "H", "H", "H", "H", "H", "C", "C", "N", "C", "C", "N", "C", "C", "H", "H", "H", "H", "H", "H", "H", "H", "H", "H", "H", "C", "C", "N", "C", "C", "N", "C", "C", "H", "H", "H", "H", "H", "H", "H", "H", "H", "H", "H", "C", "C", "N", "C", "C", "N", "C", "C", "H", "H", "H", "H", "H", "H", "H", "H", "H", "H", "H", "C", "C", "N", "C", "C", "N", "C", "C", "H", "H", "H", "H", "H", "H", "H", "H", "H", "H", "H", "C", "C", "N", "C", "C", "N", "C", "C", "H", "H", "H", "H", "H", "H", "H", "H", "H", "H", "H", "Cl"],
  "coordinates": [[3.1461, -1.6610, -0.0567], [3.9111, -1.2662, -1.2724], [5.0558, -2.1283, -1.4468], [5.2431, -3.4852, -1.1581], [6.4176, -3.8642, -1.6877], [6.9575, -2.8044, -2.4127], [6.1414, -1.7657, -2.2515], [8.1535, -2.9077, -3.3348], [2.4033, -0.8832, 0.1207], [3.8136, -1.6494, 0.8049], [2.8164, -2.6980, -0.1193], [4.2146, -0.3275, -0.8089], [3.2760, -1.1748, -2.1536], [4.4670, -3.9741, -0.5879], [6.7590, -4.8829, -1.7979], [6.3100, -0.8031, -2.7114], [8.2529, -1.9459, -3.8380], [7.9503, -3.6141, -4.1397], [9.0483, -3.2384, -2.8074], [-0.5989, -8.0804, -1.7178], [-0.1966, -7.8565, -0.2831], [-0.6802, -6.6598, 0.3622], [-2.0327, -6.2484, 0.5504], [-1.9737, -4.9578, 1.0280], [-0.6925, -4.5384, 1.0951], [0.0465, -5.5736, 0.7317], [-0.2190, -3.2180, 1.5538], [-0.0805, -8.9217, -2.1779], [-0.3955, -7.1879, -2.3095], [-1.6682, -8.2900, -1.6891], [0.8798, -7.9516, -0.1398], [-0.6548, -8.6575, 0.2971], [-2.8288, -6.9683, 0.4311], [-2.7356, -4.3030, 1.4243], [1.1094, -5.4141, 0.6261], [-0.9340, -2.8609, 2.2950], [-0.1517, -2.4068, 0.8289], [0.7382, -3.3942, 2.0446], [-3.6081, 5.7727, -4.9062], [-2.7218, 6.4489, -3.8389], [-2.1336, 5.5338, -2.8713], [-2.1415, 4.0940, -2.8662], [-1.6013, 3.6681, -1.6374], [-1.1181, 4.7371, -0.9838], [-1.4221, 5.8638, -1.6934], [-0.6748, 4.6568, 0.4310], [-4.1890, 6.5631, -5.3816], [-4.2690, 5.0877, -4.3751], [-3.0858, 5.0826, -5.5688], [-3.2789, 7.1783, -3.2510], [-1.7677, 6.8249, -4.2082], [-2.5038, 3.5076, -3.6977], [-1.4962, 2.6436, -1.3120], [-1.3482, 6.8402, -1.2377], [0.4084, 4.7759, 0.4079], [-0.9837, 3.6729, 0.7839], [-1.2495, 5.3316, 1.0655], [5.3595, 1.4326, 1.8690], [4.3434, 2.3662, 1.3150], [3.1809, 2.6547, 2.1839], [1.8349, 2.4296, 1.9645], [1.1381, 2.8835, 3.0462], [2.0483, 3.4594, 3.9724], [3.2899, 3.2871, 3.4477], [1.6961, 4.0728, 5.2654], [6.0441, 1.2234, 1.0470], [4.9345, 0.4666, 2.1414], [5.9777, 1.9682, 2.5894], [3.8122, 1.8348, 0.5254], [4.6987, 3.3302, 0.9507], [1.5325, 1.9942, 1.0236], [0.0743, 2.8327, 3.2257], [4.2250, 3.4776, 3.9534], [0.6317, 4.1123, 5.4971], [2.0486, 5.1021, 5.2001], [2.2282, 3.6164, 6.1001], [-4.3097, -3.9742, -1.1469], [-3.5174, -2.6341, -0.9681], [-2.7613, -2.2418, -2.1604], [-3.4947, -1.9028, -3.2926], [-2.5954, -1.3355, -4.1742], [-1.3368, -1.4381, -3.6007], [-1.4289, -1.9768, -2.3209], [-0.1972, -0.9073, -4.3721], [-5.0449, -3.9637, -1.9515], [-5.0231, -4.1819, -0.3494], [-3.6584, -4.8477, -1.1790], [-2.7661, -2.5465, -0.1832], [-4.2881, -1.8773, -0.8217], [-4.5739, -1.9098, -3.3340], [-2.7829, -0.8126, -5.1003], [-0.6708, -2.1979, -1.5842], [0.6914, -0.7862, -3.7526], [-0.3839, 0.0102, -4.9302], [0.0220, -1.6735, -5.1157], [-3.0675, 4.7281, 5.1559], [-4.2881, 4.0678, 4.3900], [-3.8340, 3.1102, 3.4645], [-3.5468, 3.2721, 2.2019], [-2.8948, 2.0600, 1.7718], [-2.9848, 1.1815, 2.8106], [-3.6616, 1.8069, 3.8692], [-2.7099, -0.2780, 2.7700], [-2.3791, 5.2863, 4.5214], [-2.4045, 4.0212, 5.6548], [-3.4951, 5.4265, 5.8753], [-4.8651, 4.7335, 3.7480], [-5.0447, 3.6946, 5.0803], [-3.6139, 4.2613, 1.7737], [-2.3542, 1.7534, 0.8885], [-3.9478, 1.3430, 4.8016], [-1.6524, -0.4827, 2.6030], [-3.2314, -0.7909, 1.9618], [-3.0304, -0.5875, 3.7647], [-0.0570, 0.3249, -0.2386]],
  "atomic_forces_ev_per_a": [[-0.19, -0.99, 0.80], [-0.24, 0.64, 1.57], [3.38, -0.02, -2.74], [-0.97, 1.59, 0.46], [0.03, -0.78, -1.01], [-0.36, -0.43, 0.27], [-1.04, -0.76, 0.93], [-0.75, 0.28, -0.04], [-0.63, -0.59, -0.05], [0.18, 0.06, 0.08], [-0.89, 0.16, 0.09], [0.78, 0.62, -1.58], [0.38, 0.08, -0.05], [0.50, -0.33, -0.08], [0.43, 0.22, 0.23], [-0.18, 0.03, 0.16], [0.32, 0.03, 0.39], [-0.31, -0.19, 0.29], [-0.22, 0.35, 0.17], [-0.55, 0.79, -0.07], [0.48, -1.99, 0.69], [-0.98, 4.05, 0.69], [1.64, 0.06, 0.43], [-1.88, -0.65, 0.02], [0.13, -0.53, -0.26], [1.33, -0.68, -1.18], [-0.08, -0.33, 0.82], [-0.01, 0.01, 0.31], [-0.11, -0.04, -0.20], [-0.02, 0.02, -0.59], [-0.03, 0.36, 0.15], [0.29, -0.23, 0.11], [-0.09, 0.29, -0.02], [-0.24, -0.34, -0.25], [0.07, -0.70, 0.01], [0.11, -0.22, 0.17], [0.09, -0.39, -0.61], [-0.06, 0.28, -0.04], [0.32, -0.15, 1.43], [1.27, -0.82, 0.17], [0.10, -3.66, 1.50], [0.34, 0.92, 2.06], [-1.38, -0.72, -3.62], [0.20, -0.78, 2.36], [0.04, 2.52, -0.66], [-0.88, -0.25, -1.96], [0.13, -0.40, -0.37], [-0.52, 0.28, 0.11], [0.30, 0.67, -0.38], [-0.01, 0.29, -0.33], [-0.62, 1.22, -0.93], [-0.08, 0.12, 0.21], [0.27, 0.10, 0.06], [-0.27, -0.02, -0.26], [-0.04, 0.25, 0.74], [0.53, -0.21, -0.12], [0.42, 0.66, -0.01], [0.89, 0.41, -0.31], [-2.13, -0.17, -0.86], [-0.11, 1.94, 4.40], [0.85, 0.29, 0.21], [0.74, 0.41, 0.36], [0.20, -1.78, -2.00], [-1.51, -1.19, -1.75], [0.86, 0.88, 0.17], [0.13, 0.00, -0.09], [0.06, 0.27, 0.61], [-0.09, -0.67, 0.53], [0.31, 0.30, -0.63], [0.29, -0.25, -0.04], [-0.46, -0.15, 0.11], [0.18, 0.22, 0.06], [-0.10, 0.26, -0.10], [0.08, -0.41, -0.57], [-0.13, 0.06, 0.16], [-0.06, -0.28, -0.23], [0.35, 0.10, 0.61], [-0.57, -0.71, -0.15], [-0.03, 0.11, -1.06], [1.87, 1.28, -0.49], [-0.59, -0.99, 1.57], [-0.50, 0.46, 1.19], [-2.39, 0.57, -2.59], [0.93, -1.13, 0.01], [0.67, 0.23, -0.64], [0.38, 0.43, 0.72], [-0.05, 0.13, -0.48], [-0.43, -0.49, 0.44], [0.32, 0.30, 0.16], [0.17, -0.23, 0.10], [0.22, -0.25, -0.02], [0.07, 0.41, -0.32], [-0.31, 0.10, 0.16], [-0.53, 0.04, 0.55], [0.18, 0.05, -0.07], [-0.97, 0.10, -0.55], [0.15, 2.50, 0.91], [-0.97, -4.90, 2.85], [3.08, -1.54, -2.72], [-1.18, 1.69, 0.72], [-1.83, 0.79, 1.29], [1.96, 0.40, -2.92], [0.14, 0.70, 0.50], [-0.42, 0.16, -0.43], [-0.55, -0.41, 0.24], [0.23, -0.08, 0.10], [0.25, 0.84, 0.47], [0.36, -0.50, 0.03], [0.01, -0.23, -0.38], [-0.22, 0.25, -0.25], [0.08, 0.25, -0.05], [0.07, 0.39, 0.21], [-0.42, 0.35, 0.20], [0.13, -0.65, -0.30], [-0.10, -0.39, 0.24]],
  "lumo_ev": [-8.21, -8.22],
  "e_homo_ev": [-10.24, -14.31],
  "gap_ev": [2.02, 6.09],
  "multiplicity": 2,
  "total_charge": 4
}

***

2.
{
  "formula": "C2H4N2OS",
  "method": "ωB97M-V with the def2-TZVPD basis set",
  "symbols": ["S", "N", "N", "O", "C", "C", "H", "H", "H", "H"],
  "coordinates": [[-2.5814, -0.9016, -0.0598], [-1.2223, -0.0193, 0.0126], [-1.1067, 1.2112, 0.0600], [0.2242, 1.6320, -0.0599], [1.0426, 0.4709, -0.0725], [0.0575, -0.7069, 0.0177], [1.5587, 0.5404, 0.8720], [1.5721, 0.6332, -1.0158], [0.2781, -1.4187, -0.7154], [0.1771, -1.4412, 0.9612]],
  "atomic_forces_ev_per_a": [[-1.68, -0.73, 0.06], [1.62, -0.60, -0.26], [0.01, 2.19, -0.27], [-2.45, -0.39, 0.48], [-0.36, 0.05, 0.49], [2.36, -0.96, 2.67], [1.18, -0.16, -0.25], [0.61, -0.98, 0.48], [-0.77, -0.74, -1.85], [-0.52, 2.30, -1.55]],
  "lumo_ev": [-0.13, -0.13],
  "e_homo_ev": [-8.48, -8.48],
  "smiles": "[S-][N+]1=NOCC1",
  "gap_ev": [8.34, 8.34],
  "relative_energy_kcal_mol": 114.13
}

***

3.
{
  "formula": "C20H27N2O2PPtS2",
  "method": "ωB97M-V with the def2-TZVPD basis set",
  "symbols": ["C", "C", "C", "C", "C", "C", "C", "C", "N", "Pt", "C", "P", "H", "H", "H", "H", "H", "H", "H", "H", "C", "C", "H", "C", "C", "H", "H", "H", "H", "H", "H", "H", "H", "H", "H", "H", "H", "H", "H", "O", "S", "O", "N", "C", "S", "C", "C", "C", "C", "C", "C", "H", "H", "H", "H"],
  "coordinates": [[1.8113, 4.2491, 0.5125], [0.5003, 3.8607, 0.7911], [0.0643, 2.5345, 0.6078], [1.0023, 1.5493, 0.2137], [2.3050, 1.9659, -0.0971], [2.7243, 3.2820, 0.1067], [-1.3775, 2.2685, 0.9102], [-2.4341, 3.1833, 0.2283], [-2.6398, 3.0217, -1.1912], [0.6435, -0.5529, 0.0186], [3.3131, 1.0189, -0.6749], [2.3917, -0.4290, -1.2886], [-0.2085, 4.6014, 1.1755], [3.7696, 3.5311, -0.0892], [2.1347, 5.2873, 0.6098], [4.0524, 0.6875, 0.0732], [3.8563, 1.4588, -1.5260], [-1.6207, 1.2197, 0.7083], [-1.5342, 2.4086, 1.9947], [-3.4173, 2.9422, 0.6742], [3.5879, -1.7236, -1.5994], [1.7368, 0.0938, -2.8978], [-2.2121, 4.2440, 0.4176], [-1.8368, 3.7413, -2.1359], [-3.3224, 1.8417, -1.6585], [0.8712, -2.2125, -0.3848], [-2.4386, 4.5254, -2.6234], [-0.9834, 4.2061, -1.6291], [-1.4784, 3.0661, -2.9300], [-4.3917, 2.0564, -1.8452], [-2.8747, 1.5034, -2.6087], [-3.2665, 1.0248, -0.9151], [2.5479, 0.0882, -3.6356], [0.9536, -0.6222, -3.1785], [1.2975, 1.0968, -2.8084], [4.5333, -1.2704, -1.9360], [3.7605, -2.3144, -0.6897], [3.1883, -2.3733, -2.3904], [0.2353, -1.9670, -0.8707], [1.4021, -3.8447, 4.1297], [0.8157, -3.9586, 2.8162], [1.4809, -4.7411, 1.8031], [0.4006, -2.4548, 2.1697], [-0.8988, -2.2866, 2.0181], [-1.4564, -1.0669, 0.9833], [-1.7279, -3.3760, 2.5241], [-3.1047, -3.5907, 2.3773], [-3.6246, -4.8557, 2.6559], [-2.7766, -5.9007, 3.0555], [-1.3974, -5.6885, 3.2002], [-0.8984, -4.4227, 2.9322], [-3.7375, -2.7669, 2.0424], [-4.6988, -5.0357, 2.5461], [-3.1924, -6.8910, 3.2458], [-0.7091, -6.4775, 3.4985]],
  "atomic_forces_ev_per_a": [[0.04, -0.24, 0.23], [0.21, -0.06, -0.25], [0.69, 0.43, 0.12], [-0.66, -0.73, 0.15], [0.22, 0.56, 0.30], [-0.25, 0.14, -0.34], [-0.67, -0.11, 0.42], [-0.26, -0.35, -0.31], [0.33, -0.35, 0.18], [-0.30, 0.82, -0.66], [0.42, -0.55, -0.21], [0.51, 2.14, -0.12], [0.23, -0.23, -0.26], [-0.33, 0.08, -0.02], [-0.17, -0.30, 0.14], [-0.20, 0.04, -0.21], [0.00, 0.01, 0.31], [-0.01, 0.50, -0.03], [0.07, -0.14, -0.21], [0.46, 0.27, 0.26], [0.08, -0.57, -0.08], [0.28, -0.25, -0.22], [-0.13, -0.29, 0.09], [-0.13, 0.19, -0.09], [-0.23, 0.08, 0.11], [0.01, -0.81, 0.43], [0.30, 0.04, -0.10], [-0.08, -0.06, -0.25], [0.15, 0.22, 0.18], [0.20, -0.27, -0.03], [-0.18, -0.06, 0.36], [0.01, 0.21, -0.35], [-0.25, 0.07, -0.06], [0.20, 0.26, -0.14], [0.13, -0.33, 0.06], [-0.33, -0.16, 0.07], [0.00, 0.14, -0.28], [0.24, 0.02, 0.24], [-0.27, -0.29, -0.02], [0.12, 0.24, -0.84], [-2.06, 0.13, 0.10], [0.31, 0.34, 0.18], [4.17, -0.22, 0.55], [-3.68, -1.18, 0.98], [-0.24, 0.60, 0.10], [0.81, 0.76, -1.19], [-0.47, -0.31, 0.25], [0.21, 0.54, -0.09], [0.34, -0.29, 0.19], [-0.34, 0.18, 0.01], [0.15, -0.89, 0.38], [0.08, -0.32, 0.06], [0.43, 0.05, 0.03], [0.12, 0.29, -0.02], [-0.28, 0.02, -0.09]],
  "lumo_ev": [-0.08, -2.90],
  "e_homo_ev": [-5.46, -7.73],
  "gap_ev": [5.37, 4.83],
  "multiplicity": 3,
  "relative_energy_kcal_mol": 0.87
}

***

4.
{
  "formula": "C31H34GaN8OSe2",
  "method": "ωB97M-V with the def2-TZVPD basis set",
  "symbols": ["Ga", "N", "C", "N", "C", "N", "N", "C", "C", "C", "C", "C", "C", "N", "C", "C", "C", "C", "C", "C", "H", "H", "H", "H", "H", "H", "H", "H", "H", "H", "H", "C", "Se", "C", "C", "Se", "C", "H", "H", "H", "H", "H", "H", "H", "H", "H", "H", "C", "C", "C", "C", "C", "N", "C", "O", "N", "C", "C", "C", "C", "N", "C", "C", "C", "H", "H", "H", "H", "H", "H", "H", "H", "H", "H", "H", "H", "H"],
  "coordinates": [[-0.6033, -0.5289, 1.0787], [1.7531, 1.8642, 4.8956], [1.3967, 1.5971, 3.6596], [0.8441, 0.4273, 3.2989], [0.5856, -0.4800, 4.2947], [-0.3711, -1.3287, 4.2017], [-0.7782, -1.4876, 2.8800], [-1.4256, -2.6188, 2.7665], [-1.7941, -3.0425, 1.4632], [-2.2350, -4.3676, 1.0782], [-2.7146, -4.5505, -0.1863], [-2.9183, -3.5047, -1.0908], [-2.4942, -2.2618, -0.6711], [-1.8651, -2.0015, 0.5255], [1.1648, -0.3165, 5.6511], [0.9781, -1.2349, 6.7252], [1.3374, -0.9396, 7.9783], [2.0652, 0.2365, 8.2277], [2.2881, 1.1089, 7.1990], [1.7597, 0.9068, 5.9500], [2.2501, 2.7422, 5.0312], [1.5959, 2.3268, 2.9327], [-1.6618, -3.2573, 3.6496], [-2.1095, -5.1476, 1.8129], [-2.9989, -5.5494, -0.4501], [-3.3435, -3.7636, -2.0792], [-2.5863, -1.3900, -1.2876], [0.4755, -2.1951, 6.4804], [1.0575, -1.6075, 8.7746], [2.5090, 0.4025, 9.2090], [2.9582, 1.8998, 7.3258], [-3.6781, 0.6895, 2.8955], [-2.2469, 1.4640, 1.6551], [-3.4392, 1.6060, 0.1253], [-2.8513, 2.5429, -0.8265], [-3.9049, 3.1455, -2.3616], [-4.2961, 1.6383, -3.7046], [-3.8877, 1.3094, 3.7667], [-3.1599, -0.2383, 3.2422], [-4.5547, 0.4756, 2.2523], [-4.3969, 1.9424, 0.4624], [-3.5401, 0.5941, -0.2861], [-1.8537, 2.1521, -1.1371], [-2.6937, 3.5178, -0.3775], [-3.4753, 0.9736, -3.9415], [-4.7345, 2.0111, -4.6431], [-5.0302, 1.0587, -3.1768], [0.1202, -0.9649, -6.9088], [1.0532, -0.2050, -5.9932], [2.4165, -0.3158, -6.2141], [3.3307, 0.3989, -5.3684], [2.8065, 1.3356, -4.4686], [3.6626, 2.1956, -3.7275], [3.3981, 2.9583, -2.6209], [3.6798, 4.1721, -2.6213], [2.8727, 2.3266, -1.5008], [2.5575, 0.9400, -1.2551], [3.2804, -0.1497, -1.7001], [2.9054, -1.4176, -1.2958], [1.7804, -1.5423, -0.4854], [1.0329, -0.4965, -0.0570], [1.4711, 0.7717, -0.3849], [1.4221, 1.5076, -4.3390], [0.5336, 0.6599, -5.0048], [-0.8647, -0.6103, -6.6238], [0.1993, -2.1061, -6.7149], [0.3377, -0.8313, -7.9683], [2.7475, -1.0198, -6.9914], [4.4393, 0.2897, -5.4801], [4.3184, 2.7283, -4.2511], [2.5975, 3.0007, -0.8074], [4.0989, -0.0533, -2.3510], [3.3973, -2.3113, -1.6547], [1.4539, -2.5417, -0.0584], [1.0942, 1.7018, 0.1198], [0.9952, 2.2931, -3.7627], [-0.5139, 0.4652, -4.7796]],
  "atomic_forces_ev_per_a": [[-0.45, 0.42, 1.52], [1.26, 0.45, 0.86], [-0.63, -3.10, 0.70], [0.55, 1.27, -0.53], [0.43, 2.28, 2.14], [-0.37, -0.93, -1.54], [-0.76, -2.52, 0.75], [0.81, 0.34, 1.01], [-2.00, -0.68, -3.32], [1.40, 2.96, 1.71], [-0.50, -0.42, -0.57], [0.21, -0.64, 0.43], [0.99, 0.71, 0.38], [-0.45, -2.26, -0.11], [-0.43, -0.01, -0.08], [-1.22, -1.11, -2.91], [0.40, 0.55, 1.42], [0.05, -0.65, 0.19], [0.26, 0.26, 0.29], [-0.82, -0.76, -1.67], [-0.22, -0.14, 0.24], [0.08, 0.94, -0.87], [0.48, 0.67, -0.66], [-0.22, -0.25, -0.08], [-0.12, -0.38, -0.30], [0.23, 0.76, 0.72], [-0.02, 0.21, -0.46], [0.39, 0.82, 0.30], [0.24, -0.14, 0.21], [-0.20, 0.11, -0.27], [0.67, 1.48, 0.45], [1.29, -1.50, -0.47], [-0.16, -0.31, 0.86], [-0.38, -1.24, -0.42], [1.56, 0.20, -1.67], [-0.43, -0.23, -1.28], [0.03, 0.07, 1.08], [0.18, 0.36, -0.43], [-0.91, 0.58, -0.13], [0.61, 0.15, 0.54], [-0.57, 0.15, 0.57], [-0.17, 0.23, 0.11], [-0.43, 0.40, -0.08], [0.13, 0.16, 0.18], [0.51, 0.28, 0.03], [0.30, 0.45, 0.65], [-0.50, -0.32, -0.09], [0.22, -1.76, 1.23], [-0.05, 0.03, -0.48], [1.22, 0.61, 1.26], [-0.18, -0.44, -0.88], [-0.56, 0.06, -0.14], [0.41, -0.53, 0.22], [0.67, 2.56, -0.92], [-0.77, -2.93, 0.87], [-0.35, -1.67, 0.24], [-0.51, 3.07, 0.70], [-0.59, -0.81, 0.01], [-1.16, 0.29, 0.30], [-0.96, -1.80, 0.99], [0.53, 1.74, 0.37], [0.43, -0.39, 0.03], [-0.58, -1.18, -0.31], [1.30, -1.21, -0.65], [-0.45, -0.35, -0.61], [-0.26, 1.80, -0.26], [-0.12, 0.27, 0.14], [0.15, 0.53, 0.45], [-1.17, 0.09, 0.09], [0.49, 0.27, -0.89], [-0.10, 0.03, 0.16], [0.98, 0.41, -0.71], [0.16, 0.08, 0.19], [0.43, 1.24, -0.94], [-0.31, -1.32, -0.62], [0.03, 0.57, 0.73], [0.00, 1.06, 0.00]],
  "lumo_ev": -10.14,
  "e_homo_ev": -14.62,
  "gap_ev": 4.49,
  "relative_energy_kcal_mol": 48.47,
  "total_charge": 3
}